Here is a 2-piece molecular cluster, C33H47NO4 overall from the OMol25 dataset. Energies are from ωB97M-V/def2-TZVPD.

The LUMO energy comes out at -0.24 eV. The SMILES is CCCCCCCCCCCCCc1c(O)ccc2c1C(=O)c1cccc(CCC)c1C2=O.CNC(C)=O. The calculation puts the electronic energy at -44664.0696 eV. As for the gap between HOMO and LUMO: 8.968 eV. The maximum force is 1.7 eV/A.

```
! RIJCOSX wB97M-V def2-TZVPD def2/J DEFGRID3
* xyz 0 1
C -7.3900 1.2190 -4.1297
C -6.8072 0.4253 -5.3124
C -5.9830 -0.7755 -4.7920
C -5.7308 -1.7623 -5.9641
C -4.5694 -2.7434 -5.6631
C -3.1732 -2.1549 -6.0481
C -2.3768 -1.7118 -4.8071
C -0.9188 -1.2746 -5.1497
C 0.1226 -1.7863 -4.1165
C 1.0108 -0.6769 -3.5290
C 2.3605 -1.1587 -2.9852
C 2.2135 -2.1291 -1.7843
C 1.9433 -1.3840 -0.4687
C 1.9742 -2.2209 0.7980
C 1.5221 -3.5274 0.8891
O 0.9801 -4.1705 -0.2254
C 1.5481 -4.2528 2.0559
C 2.0167 -3.7043 3.2209
C 2.4449 -2.4031 3.1643
C 2.4477 -1.6812 1.9896
C 2.9994 -0.2806 2.1093
O 3.7654 0.2410 1.3175
C 2.5718 0.4583 3.3589
C 2.2315 1.7786 3.3081
C 1.8791 2.4218 4.4800
C 1.8586 1.7043 5.6452
C 2.1757 0.3609 5.7084
C 2.0771 -0.3516 7.0371
C 0.5838 -0.7470 7.2525
C 0.1152 -1.8189 6.2501
C 2.5556 -0.2732 4.5357
C 2.9241 -1.7366 4.4378
O 3.5186 -2.3549 5.3032
H -6.5620 1.6033 -3.5238
H -7.9667 0.5532 -3.4732
H -8.0630 2.0288 -4.4250
H -6.0949 1.0949 -5.8124
H -7.5854 0.0817 -6.0002
H -5.0422 -0.4339 -4.3504
H -6.5932 -1.2852 -4.0349
H -6.6601 -2.3285 -6.0830
H -5.4827 -1.1575 -6.8428
H -4.5934 -3.0593 -4.6139
H -4.7481 -3.6254 -6.2914
H -3.3710 -1.2764 -6.6738
H -2.6443 -2.9315 -6.6090
H -2.3473 -2.5582 -4.1100
H -2.9286 -0.8842 -4.3481
H -0.9352 -0.1838 -5.2341
H -0.7025 -1.7450 -6.1155
H -0.4572 -2.2382 -3.3017
H 0.7247 -2.5818 -4.5708
H 0.4609 -0.0974 -2.7763
H 1.2222 0.0336 -4.3428
H 2.8930 -0.2785 -2.5940
H 2.9675 -1.6211 -3.7703
H 3.0330 -2.8531 -1.7324
H 1.3206 -2.7213 -2.0090
H 0.9599 -0.8895 -0.4965
H 2.6652 -0.5664 -0.4121
H 1.6131 -4.8702 -0.4292
H 1.1724 -5.2721 2.0766
H 2.0562 -4.2466 4.1586
H 2.2701 2.3053 2.3591
H 1.6189 3.4743 4.4326
H 1.5760 2.2273 6.5575
H 2.3389 0.3127 7.8672
H 2.6622 -1.2673 7.0938
H -0.0580 0.1274 7.0897
H 0.4378 -1.1441 8.2627
H 0.7369 -2.7210 6.2924
H -0.9099 -2.1246 6.4934
H 0.0830 -1.4470 5.2202
C 4.4992 7.1801 1.6763
N 3.3212 6.3353 1.6119
C 2.2506 6.3160 2.4483
C 2.2487 7.2837 3.6071
O 1.3311 5.5360 2.2543
H 4.5748 7.7598 0.7547
H 5.3862 6.5507 1.7656
H 4.4577 7.8589 2.5213
H 3.2558 5.6645 0.8624
H 1.3345 7.1465 4.1770
H 3.0999 7.0943 4.2626
H 2.2818 8.3119 3.2447
*
```